1.
Molecular formula: C30H62N6O6S
Method: DFT, wB97M-V/def2-TZVPD

Output
strongest force on any atom: 8.7 eV/A
SMILES: CC(=O)OCCCCCCc1cccc2nsnc12.COC[C@@H](C)N.COC[C@@H](C)N.COC[C@@H](C)N.COC[C@@H](C)N
net charge: 0
gap between HOMO and LUMO: 6.898 eV
HOMO level: -8.4 eV
LUMO level: -1.4691 eV
DFT total energy: -64160.723 eV

Last column: Mulliken charge in e.
Atoms and positions in Å:
C -3.061 -0.932 1.090  0.4496
C -0.099 3.435 -0.521  -1.0475
C -4.610 -0.195 -6.108  0.3584
H -0.002 -1.596 -0.294  -0.1217
H -3.066 -5.147 -6.738  0.2937
H -2.420 0.997 -0.071  -0.0527
H 2.238 4.696 3.631  0.0809
O 4.542 8.143 4.514  -0.3861
H -2.080 -5.980 -3.385  0.3607
H 1.698 1.084 4.702  0.1973
N 2.056 0.690 5.570  -0.6914
C 2.876 3.287 0.717  -1.4549
C -2.761 -6.617 -5.377  0.1685
H 1.377 -0.709 7.879  0.3691
N -5.241 -0.806 -7.355  -0.4855
H 1.666 -2.623 4.702  0.4426
C 1.965 -1.581 4.541  -0.4316
H -3.689 1.349 1.399  0.3585
H 3.724 -3.211 5.361  0.3191
H -2.253 -7.589 -5.358  0.4821
C -5.334 0.791 -5.002  -0.5382
H 3.270 1.211 0.500  0.3936
H 1.991 6.414 3.918  0.2836
H -0.099 -3.204 -3.173  0.0795
H 0.124 4.020 0.374  0.3234
C 1.531 -0.677 5.718  0.3584
C -3.049 -0.714 -6.052  0.5039
H 0.436 -0.625 5.705  0.3980
H -1.881 0.967 1.769  0.0926
H 1.432 -1.242 3.644  0.0748
C 4.094 5.813 3.721  0.4975
N 4.102 6.307 2.335  -0.6066
H -4.360 -4.021 -4.565  0.1832
H -0.667 -1.871 -5.070  0.1515
N -2.753 -6.123 -6.763  -0.7462
H -2.017 -3.198 1.679  0.3070
H 2.587 5.375 5.226  0.3727
O 3.355 -1.498 4.214  -0.3460
H 1.292 0.475 -0.581  0.0349
H 4.512 -1.694 5.913  0.2356
H -4.617 -7.734 -5.467  0.3486
H -1.364 -4.361 -1.217  -0.2490
H 2.495 8.409 4.533  0.2203
H 4.602 4.841 3.740  0.3701
H 5.935 6.681 4.416  0.3713
S -4.012 -1.797 -8.114  0.1843
C -0.023 -0.833 -3.134  0.2672
H 3.145 3.645 -0.281  0.3731
H 1.118 -2.975 -0.930  0.4161
H 0.138 -0.201 -5.423  0.4423
C -3.497 -3.888 -3.911  -0.7488
H 5.102 -2.525 4.477  0.2493
C -2.835 0.842 -3.642  -0.2190
O 0.071 2.052 -0.250  0.1588
C -4.206 -6.860 -4.947  -1.3967
H -1.787 -6.059 -7.081  0.2970
C 4.870 6.759 4.665  -0.8680
H -1.675 -2.423 -2.491  -0.3687
C -1.985 -5.671 -4.433  -0.6983
C 1.938 -1.218 7.086  -1.4766
H -4.268 -7.055 -3.872  0.3388
N 1.814 1.487 1.975  -0.3372
H -0.920 -5.749 -4.682  0.3472
C -0.509 -2.306 -2.514  0.2358
C 2.389 1.842 0.668  0.3335
H 0.514 3.771 -1.362  0.3840
H 4.775 6.450 5.713  0.4389
H 3.214 8.002 6.127  0.2966
H -0.482 -0.027 -2.415  -0.5862
H 3.438 9.610 5.411  0.2556
H 3.000 -1.065 7.303  0.2791
H 3.789 7.284 2.360  0.2902
H -2.229 1.241 -2.717  -0.0303
C 3.358 8.542 5.187  -0.6370
H -6.469 1.064 -5.156  0.3099
H 3.769 3.367 1.349  0.3176
H -4.864 -6.017 -5.180  0.2813
H 1.779 1.924 -1.444  0.5299
C 0.017 -2.553 -0.968  -0.2403
H -3.108 -3.961 0.343  0.2455
H -4.883 2.046 -2.912  0.2847
H -0.298 -4.502 0.340  0.3849
O -3.757 -1.321 2.192  -0.5764
C -0.601 -0.744 -4.683  -0.4162
C 2.649 5.571 4.151  -1.2401
H 1.150 -0.739 -3.106  0.3236
H -1.151 3.606 -0.769  0.2740
C -0.932 -3.747 -0.300  -0.0543
H 5.068 6.371 2.017  0.2716
C -2.238 -3.163 0.516  -0.5242
C 4.201 -2.278 5.045  -0.7085
C 1.395 1.563 -0.483  -0.6639
H 1.583 0.495 1.972  -0.0042
C -4.412 1.340 -3.747  -0.4108
H -3.641 -4.428 -2.971  0.3594
H 1.724 -2.288 7.165  0.3481
C -2.151 -0.170 -4.750  0.3367
H 0.901 1.949 2.040  0.2998
O -2.628 -1.837 0.014  -0.1169
H 2.132 3.971 1.137  0.1294
O -2.313 -4.287 -4.584  0.0303
N -2.531 -1.639 -7.138  -0.5024
C -2.764 0.712 1.012  -0.3380
H 3.065 0.610 5.404  0.3585
H -3.417 -2.820 -3.688  0.1667



2.
Molecular formula: C30H62NO10PS
Method: DFT, wB97M-V/def2-TZVPD

Output
strongest force on any atom: 2.1 eV/A
net charge: 0
gap between HOMO and LUMO: 7.895 eV
HOMO level: -8.2 eV
LUMO level: -0.2957 eV
DFT total energy: -74197.094 eV

Last column: Mulliken charge in e.
Atoms and positions in Å:
H 0.735 2.241 -0.278  -0.1593
H -0.263 -5.424 2.187  0.2995
C 0.389 -6.121 1.668  -0.8240
H -2.642 1.547 5.065  0.3500
C -5.187 0.849 3.019  -0.5224
H -3.550 4.957 0.826  0.2141
H 0.764 -5.148 -2.287  0.1296
O -4.531 1.956 2.395  -0.3814
N 4.323 -4.895 -0.870  -0.8219
C 0.971 -9.208 -1.255  -0.2560
H -0.783 4.352 -2.430  0.2481
C 0.919 0.060 -0.294  -0.4811
H -0.753 -5.830 -2.906  0.0767
H 0.129 -6.360 0.637  0.3407
H 2.126 5.579 -0.824  -0.0932
H 0.473 -2.404 -1.756  -0.1414
H 0.054 -0.373 0.212  0.2722
O 2.063 -0.774 -0.069  -0.2898
H 3.884 -5.670 -1.354  0.2907
H 1.074 5.800 0.584  0.2514
H 2.042 -4.740 0.117  -0.0605
H -2.330 -3.324 -0.974  0.2771
H -1.587 3.997 -0.893  0.1919
H -6.151 1.191 3.411  0.2894
C -0.840 4.626 -1.371  -0.3303
C 1.278 1.443 0.222  0.1114
C -1.241 -3.429 -0.919  -0.4762
H -7.042 5.628 -1.362  0.3508
C -6.289 4.914 -1.032  -0.5755
C 2.784 1.480 -0.025  -0.5434
C 6.393 5.891 -0.022  -0.5380
O -0.241 -8.957 -0.540  -0.3779
H 0.194 -3.468 -3.934  0.3655
C -3.591 1.687 4.548  -0.5677
C 6.308 6.099 1.488  -0.4933
O 2.754 -6.477 1.903  -0.2504
H 1.314 -7.499 3.055  0.3863
H -3.448 3.472 3.284  0.2564
O 0.442 4.385 -0.771  -0.3361
H -1.439 -10.075 -3.398  0.3635
H -2.500 2.087 2.710  0.1699
C -1.365 -9.247 -1.373  -0.3766
C 5.314 7.249 1.586  -0.4166
H -5.468 6.332 0.373  0.2872
H 4.059 -0.287 -0.293  0.3388
H 0.719 0.076 -1.370  0.2140
C -4.269 0.381 4.140  -0.5525
H 3.401 -0.095 1.343  0.3366
H 0.519 -11.047 -2.293  0.2658
S 3.385 -5.251 2.846  0.6451
O 4.570 -5.810 3.411  -0.4700
H -5.374 0.077 2.271  0.2781
C -5.069 4.880 -1.943  -0.5505
H -4.808 -0.107 4.950  0.3466
H 5.900 5.206 1.966  0.2404
P 3.341 -4.214 0.119  1.0917
H -4.252 2.264 5.198  0.2760
H 3.313 2.204 0.592  0.3186
C -0.555 -2.647 -2.034  -0.0097
H -1.781 6.504 -1.970  0.3492
H 1.278 -9.834 -3.329  0.3437
H 4.352 5.242 -0.384  -0.0678
H -2.088 -8.434 -1.294  0.2443
O -3.974 4.452 -1.133  -0.3674
H -0.743 -8.455 -3.283  0.0755
H 4.877 6.551 -1.460  0.3228
C 1.088 5.633 -0.498  -0.0833
H -5.182 4.194 -2.783  0.2886
H 0.635 6.786 -2.265  0.3130
O -0.904 -4.803 -1.126  -0.3337
C -0.819 -9.424 -2.784  -0.3709
O 3.932 -4.224 1.673  -0.3520
C 3.189 0.042 0.277  -0.5720
C 4.955 6.155 -0.447  -0.0601
H -4.476 3.462 0.602  0.1137
H 1.657 -9.760 -0.612  0.2897
H 7.060 6.633 -0.466  0.2709
H -6.753 3.926 -0.986  0.2469
H 5.820 8.217 1.509  0.2612
C -0.309 -4.962 -2.416  -0.0558
H -6.270 4.975 1.173  0.3576
H 3.182 -2.847 -0.093  -0.1704
H 2.982 1.715 -1.073  0.2280
C -0.557 -3.663 -3.170  -0.7952
C -1.120 6.111 -1.200  -0.3673
O 4.426 7.109 0.475  -0.4007
C -5.661 5.258 0.316  -0.6749
C 0.289 6.700 -1.232  -0.7286
C -4.351 4.487 0.249  0.0716
H 7.265 6.327 1.955  0.3316
H -3.527 -0.321 3.753  0.2451
H 0.370 7.680 -0.764  0.3832
C -3.432 2.384 3.204  -0.2358
H -1.837 -10.168 -1.012  0.2813
H 6.744 4.902 -0.312  0.3226
H -1.582 6.297 -0.227  0.1089
H -1.070 -1.718 -2.273  0.4557
C 1.448 -6.743 2.282  -0.0960
H 4.735 7.235 2.510  0.2662
H 1.432 -8.247 -1.510  0.1100
C 0.577 -9.978 -2.509  -0.5582
H -0.915 -3.128 0.079  0.2164
H -1.536 -3.687 -3.654  0.3091
H -4.843 5.878 -2.338  0.2856
H 1.072 1.509 1.294  0.2195